This record from the Open Molecules 2025 dataset describes a molecular structure, C27H27BrIMgN5O2. The level of theory is wB97M-V/def2-TZVPD.

Geometry as XYZ:
```
64
Properties=species:S:1:pos:R:3:forces:R:3:lowdin_charge:R:1
Mg -0.076720 -0.003166 0.070267 0.167 0.139 -0.072 0.5487
C 0.973504 -1.266570 2.938884 0.006 0.029 -0.166 -0.1858
C -0.399156 -1.854687 2.626838 -0.047 0.059 -0.097 -0.1690
N -0.613975 -2.003559 1.180720 0.218 -0.069 -0.074 -0.0738
C 0.111880 -3.132046 0.601922 0.002 0.058 0.017 -0.1343
C 1.444152 -2.715970 -0.004208 -0.199 0.228 0.069 -0.2484
C 2.430253 -3.627941 -0.340736 0.036 -0.072 0.028 -0.0084
C 3.596246 -3.155137 -0.920590 0.020 -0.006 -0.006 -0.0393
C 3.750914 -1.794827 -1.136851 0.057 -0.006 0.022 -0.0061
C 2.717739 -0.948191 -0.772525 -0.215 0.116 0.070 -0.2374
C 2.765823 0.546819 -1.013649 -0.039 0.001 0.037 -0.1245
N 1.853201 1.298293 -0.146902 0.204 -0.199 0.013 -0.1024
C 2.423323 1.709931 1.142280 -0.104 -0.015 -0.060 -0.1774
C 2.455050 0.558320 2.140914 -0.089 -0.100 -0.097 -0.1937
N 1.117657 0.004573 2.251777 -0.020 0.101 0.063 -0.0979
N 1.594448 -1.411517 -0.225218 0.176 -0.216 -0.216 0.1069
H 1.759230 -1.937152 2.575446 -0.006 0.006 -0.002 0.1164
H 1.100088 -1.195323 4.025999 -0.013 -0.006 0.032 0.1244
H -1.177162 -1.193010 3.011791 0.007 0.008 -0.016 0.1197
H -0.505953 -2.817476 3.139780 -0.002 -0.015 0.038 0.1214
H -1.608209 -2.028611 0.975187 -0.014 -0.026 0.029 0.1082
H -0.498395 -3.581545 -0.183922 0.017 0.002 -0.028 0.1291
H 0.291962 -3.916621 1.345970 -0.004 -0.038 0.007 0.1263
H 2.286398 -4.683656 -0.150356 0.004 0.004 -0.003 0.1185
H 4.385718 -3.842797 -1.195667 -0.008 0.001 0.000 0.1122
H 4.655035 -1.394804 -1.576788 -0.004 -0.009 0.000 0.1182
H 2.455494 0.720689 -2.047186 -0.018 -0.028 -0.015 0.1375
H 3.800888 0.894507 -0.914985 0.020 0.016 -0.013 0.1265
H 1.528975 2.117517 -0.646330 -0.051 0.026 0.004 0.0259
H 1.776206 2.498889 1.534101 0.013 0.015 0.004 0.1255
H 3.427557 2.132993 1.024405 0.036 -0.008 0.018 0.1200
H 2.870388 0.912260 3.092569 0.004 0.028 0.022 0.1233
H 3.120226 -0.233497 1.782286 -0.002 0.005 0.009 0.1157
H 0.462211 0.688864 2.616869 0.009 -0.004 0.013 0.1156
I -0.955787 3.239810 -1.160709 0.005 -0.009 0.129 1.0558
C -0.765158 2.362150 -3.052864 -0.013 0.043 -0.027 -0.6229
C -0.857017 3.248634 -4.090282 0.036 -0.103 -0.138 -0.1897
C -0.819062 2.785559 -5.421962 -0.007 0.046 0.107 -0.0913
C -0.714530 1.449224 -5.652185 0.017 -0.027 0.045 -0.0503
C -0.631535 0.523163 -4.581257 -0.015 -0.107 -0.116 -0.1764
C -0.574939 -0.859726 -4.889296 -0.001 0.066 0.003 -0.0612
C -0.539073 -1.769733 -3.882368 0.024 0.081 0.111 -0.0896
C -0.500157 -1.316185 -2.541618 -0.005 -0.144 0.053 -0.1549
C -0.511146 0.002868 -2.126016 -0.032 0.032 -0.196 -0.1161
C -0.629931 0.947428 -3.216629 0.032 0.070 0.107 -0.2416
H -0.970202 4.305021 -3.892525 -0.005 0.007 -0.003 0.0734
H -0.894794 3.491230 -6.239104 0.014 0.000 0.005 0.1009
H -0.703483 1.061856 -6.664568 -0.007 0.000 0.003 0.1078
H -0.577895 -1.163434 -5.929819 -0.011 0.005 0.003 0.1052
H -0.518368 -2.831859 -4.098874 -0.016 -0.006 0.013 0.0968
H -0.452427 -2.108379 -1.796504 0.025 0.016 0.001 0.0581
Br -2.736320 4.239319 5.441173 0.031 0.050 0.033 0.7319
C -3.394125 2.796152 4.413509 -0.028 -0.009 0.002 -0.6741
C -4.630769 2.249420 4.716646 -0.059 -0.089 -0.045 -0.1926
N -5.152418 1.235428 4.029396 0.127 0.055 -0.021 0.0756
C -4.438461 0.742781 3.017708 -0.094 0.036 0.110 -0.0717
C -3.188276 1.225913 2.649714 -0.114 0.117 -0.058 -0.1066
C -2.655651 2.285735 3.365328 0.072 0.024 -0.051 -0.0553
C -2.445424 0.583337 1.505874 0.200 -0.096 0.123 -0.6201
O -2.975190 -0.364386 0.924441 0.018 -0.120 -0.092 0.0251
O -1.266722 1.031457 1.281218 -0.325 0.064 0.265 -0.1888
H -5.215965 2.644777 5.538319 -0.014 -0.006 0.001 0.1002
H -4.867167 -0.079070 2.459714 -0.013 -0.009 -0.004 0.1194
H -1.693004 2.695961 3.091447 -0.004 -0.009 0.007 0.1116
```
Forces are in eV/Å.

Results
HOMO energy	-7.44	eV
relative energy (zero: lowest compared OMol25 entry of this formula, charge and spin)	10.1	kJ/mol

***

This record from the Open Molecules 2025 dataset describes a molecular structure, C27H27BrMoN4O3S in a non-equilibrium geometry. The level of theory is wB97M-V/def2-TZVPD.

Geometry as XYZ:
```
64
Properties=species:S:1:pos:R:3:forces:R:3:lowdin_charge:R:1
Mo -0.176841 0.307968 -0.053908 0.881 -0.676 -0.161 1.4425
Br 5.505465 1.648132 4.711134 -0.003 0.000 -0.009 0.8389
C 4.255527 1.384254 3.337088 0.031 0.019 -0.015 -0.6718
C 4.570422 1.762096 2.029300 0.007 -0.002 0.040 -0.0613
C 3.661118 1.578472 1.005021 0.004 -0.007 -0.004 0.0265
C 2.429734 1.011661 1.291680 -0.040 0.007 -0.095 -0.2709
O 1.533355 0.837795 0.297247 0.155 0.382 0.038 -0.2634
C 2.094110 0.623124 2.590962 0.014 -0.014 0.000 -0.1301
C 0.825897 0.035865 2.912472 0.009 0.131 0.012 -0.0325
N -0.142599 -0.193918 2.086546 -0.053 -0.011 0.211 -0.0148
C -1.328754 -0.807167 2.586797 0.019 -0.002 0.011 -0.2034
C -1.449334 -1.493862 3.768690 0.026 -0.027 0.022 0.0116
C -2.697014 -2.000090 4.178012 -0.019 -0.007 0.011 -0.0212
C -3.812086 -1.817830 3.410218 0.015 0.001 -0.010 0.0121
C -3.711831 -1.146909 2.170809 0.028 0.004 0.010 -0.1293
C -4.819914 -0.919128 1.324799 -0.025 -0.003 -0.011 0.0464
C -4.637767 -0.261323 0.143021 -0.028 0.002 -0.007 -0.0031
C -3.348761 0.144534 -0.224135 0.042 -0.001 0.025 -0.1027
N -2.276952 -0.057564 0.533744 -0.122 0.143 0.010 -0.0635
C -2.454816 -0.669994 1.752132 -0.022 0.010 -0.003 -0.1598
C 3.030976 0.822413 3.617509 -0.017 -0.017 0.023 -0.0485
H 5.534177 2.206376 1.821085 0.000 0.002 -0.001 0.1217
H 3.893587 1.875425 -0.008406 -0.008 -0.001 -0.003 0.1345
H 0.690864 -0.211633 3.962878 -0.032 0.003 -0.029 0.1368
H -0.593988 -1.668446 4.407973 -0.013 0.004 -0.017 0.1216
H -2.764280 -2.530371 5.117693 0.003 0.000 -0.001 0.1274
H -4.775780 -2.188488 3.733466 -0.002 0.003 -0.003 0.1341
H -5.801389 -1.262883 1.626757 0.003 -0.002 0.002 0.1410
H -5.459614 -0.054247 -0.526792 0.000 0.000 0.002 0.1287
H -3.186505 0.641250 -1.169201 0.002 0.004 -0.008 0.0722
H 2.786914 0.536827 4.632980 -0.011 -0.003 -0.007 0.1227
O 1.679418 6.979204 0.261559 -0.008 0.003 0.002 0.1555
C 1.310674 5.836969 0.851954 0.002 -0.036 -0.022 -0.4789
O 1.492633 5.649680 2.019159 0.017 0.003 0.015 0.1468
C 0.684414 4.764303 -0.004514 0.058 0.034 -0.042 -0.1073
C 0.935487 4.612472 -1.375100 0.013 0.005 0.042 0.0229
C 0.435844 3.537195 -2.083272 0.000 -0.058 0.082 -0.0694
C -0.389381 2.614027 -1.435314 0.099 0.178 -0.045 -0.6459
S -0.806161 1.072310 -2.172722 -0.047 -0.161 0.224 0.7035
C -0.688708 2.797329 -0.078091 -0.282 -0.020 0.423 -0.1911
C -0.119806 3.850741 0.642706 0.110 -0.097 -0.076 0.0156
H 1.339205 7.062459 -0.637426 -0.005 0.004 0.001 0.1157
H 1.578447 5.314969 -1.892769 -0.003 -0.001 -0.005 0.1325
H 0.694861 3.392514 -3.123243 0.000 0.012 -0.002 0.1211
H -1.453267 2.227096 0.459271 -0.171 0.047 -0.348 0.0878
H -0.309207 3.972175 1.701180 -0.031 0.014 -0.005 0.1391
C 0.749412 -3.487657 1.446311 -0.027 -0.007 0.005 -0.0240
C 1.398034 -3.200670 0.097019 0.070 -0.048 0.295 -0.5983
C 1.032219 -4.260284 -0.937245 -0.031 0.062 -0.052 -0.0230
C 2.909227 -3.085290 0.251595 0.007 0.044 -0.018 -0.0173
N 0.958510 -1.841441 -0.364578 -0.200 0.467 -0.325 -0.0636
N -0.412275 -1.712193 -0.720002 -0.825 -0.156 -0.112 -0.0811
H 1.117183 -4.437881 1.831796 0.010 -0.001 -0.022 0.1079
H -0.339718 -3.584333 1.388471 0.010 0.020 -0.014 0.0831
H 0.998030 -2.706316 2.165484 0.015 -0.045 -0.008 0.0748
H 1.438793 -5.224494 -0.634711 0.011 0.012 0.018 0.1060
H 1.451690 -4.020216 -1.916976 0.003 -0.009 0.005 0.0983
H -0.047837 -4.392243 -1.037210 0.000 0.015 0.003 0.0848
H 3.314771 -4.026090 0.620433 -0.008 0.004 -0.001 0.1057
H 3.170535 -2.296645 0.959089 0.002 -0.002 0.008 0.0873
H 3.390648 -2.872564 -0.705536 0.002 -0.002 -0.002 0.0982
H 1.498749 -1.569891 -1.183445 0.048 -0.136 -0.018 0.1369
H -0.982009 -2.270772 -0.087011 0.102 -0.094 0.047 0.1051
H -0.655135 -1.995805 -1.669235 0.213 0.007 -0.087 0.1291
```
Forces are in eV/Å.

Results
HOMO energy	-13.90	eV
charge	+2
relative energy (zero: lowest compared OMol25 entry of this formula, charge and spin)	89.5	kJ/mol

***

Q: Look up the relative energy (zero: lowest compared OMol25 entry of this formula, charge and spin) of the second one.
A: 89.5 kJ/mol

***

Q: The lowest relative energy (zero: lowest compared OMol25 entry of this formula, charge and spin) belongs to which entry?
A: C27H27BrIMgN5O2